312
Properties=species:S:1:pos:R:3:forces:R:3 method="wB97M-V/def2-TZVPD" homo_energy_ev=-8.16 e_lumo_ev=0.263 homo_lumo_gap_ha=0.310 relative_energy_kcal_mol=169.9 largest_force_ev_per_a=4.209
C -6.66452 -3.63715 -2.55131 -1.0468 0.0332 -1.3817
O -7.33954 -4.61188 -1.83272 -0.4208 -1.0667 1.4663
C -6.56570 -5.74725 -1.48420 0.4816 -0.7343 0.8703
C -7.22690 -6.76045 -0.50064 -1.5362 1.7403 -0.9194
N -8.44242 -7.34685 -1.11500 0.8330 -0.3137 -0.7647
C -8.89870 -8.47990 -0.34393 0.4737 -0.1620 -0.1526
C -9.97965 -9.41007 -0.96465 0.1809 1.2225 1.0562
O -11.23960 -8.72474 -0.84693 -0.5265 -1.3679 -0.1999
C -12.32037 -9.63876 -1.10635 -0.6373 1.1950 -0.6035
H -6.50331 -4.00983 -3.56285 0.7629 -0.1834 -0.2440
H -5.74912 -3.22548 -2.12627 0.0139 -0.1104 0.3152
H -7.43319 -2.88836 -2.74253 0.3002 0.5508 0.4025
H -5.64960 -5.42966 -0.98622 0.3068 0.2656 0.0896
H -6.25709 -6.30975 -2.36536 -0.1923 0.0588 -0.3518
H -7.58210 -6.25159 0.39546 0.3943 0.4859 0.3479
H -6.48263 -7.45943 -0.11909 -0.0805 -0.3309 -0.6097
H -9.14706 -6.62363 -1.13794 -0.0742 0.0659 -0.1310
H -9.16926 -8.11532 0.64702 -0.9099 -0.3117 0.3733
H -7.96152 -8.98714 -0.11479 -0.1928 -0.9065 -0.2896
H -9.98548 -10.31952 -0.36384 -0.1657 -0.1773 0.2062
H -9.82888 -9.72370 -1.99761 0.3870 0.3412 -0.1630
H -12.40956 -9.92866 -2.15330 1.0842 -0.7693 -0.2230
H -13.28073 -9.12329 -1.11684 0.1021 0.6555 0.9885
H -12.40518 -10.47110 -0.40771 0.4125 -0.0893 -0.0632
C 8.05641 -4.48243 3.25232 0.2182 -0.5421 -1.0600
O 6.81770 -4.23383 3.80842 -0.7614 1.4439 3.3373
C 6.84749 -3.44240 5.09495 -1.7152 -0.1902 -1.1331
C 5.37234 -2.98592 5.52288 2.4369 0.2933 -1.2841
N 4.81299 -2.02523 4.55015 -0.9231 -0.5810 1.5707
C 3.38475 -1.73482 4.89068 -0.4919 -0.5389 -0.4630
C 2.46445 -2.99980 4.75142 0.0265 0.3761 -1.1534
O 1.07327 -2.66899 4.62774 -0.3606 -1.1320 -0.1269
C 0.27158 -3.83500 4.21733 1.0451 0.5637 0.0566
H 8.51420 -3.63706 2.73863 0.1801 0.5995 0.5711
H 7.79359 -5.11452 2.40409 0.5193 -0.6584 0.1236
H 8.72112 -4.95759 3.97376 0.2320 -0.0908 -0.2519
H 7.55942 -2.64524 4.88097 -0.3840 0.4460 0.2554
H 7.18981 -3.97994 5.97924 0.4117 -0.7510 -0.4491
H 5.54607 -2.51287 6.48939 -0.2648 0.2445 0.0464
H 4.75678 -3.86922 5.69308 0.0716 -0.1671 -0.1412
H 4.80441 -2.51861 3.66889 -0.0804 -0.0716 -0.4327
H 3.07103 -0.96496 4.18570 -0.4951 -0.2657 -0.3567
H 3.23705 -1.21477 5.83717 0.4944 -0.4154 0.3454
H 2.66225 -3.81084 5.45227 -0.3108 0.3672 0.8988
H 2.78733 -3.49480 3.83555 0.0421 0.1071 -0.6304
H -0.78198 -3.60550 4.05778 0.0668 0.5027 0.5657
H 0.39459 -4.65223 4.92803 -0.1629 0.0624 0.3055
H 0.58645 -4.24016 3.25566 0.5008 0.1678 -0.2199
C -5.64706 -7.58947 2.78734 0.9274 1.1497 -1.2464
O -5.45323 -6.29754 2.07523 -0.4551 -1.4073 2.2239
C -5.93101 -5.22702 2.91827 0.5439 0.3044 -0.4157
C -4.73630 -4.34434 3.23795 1.1213 -0.8243 -0.7638
N -3.70576 -5.04734 4.04591 0.2219 0.7268 1.7997
C -3.97388 -5.00899 5.50792 1.3976 -0.7160 -0.1399
C -2.86680 -5.87163 6.30194 -1.2474 -0.5550 -0.7353
O -2.69170 -7.13755 5.62041 0.0483 0.5290 -1.1252
C -1.70680 -7.99401 6.13314 0.2311 -0.2283 0.8186
H -5.08609 -8.33275 2.22080 -0.6576 -0.1166 -0.5296
H -6.72140 -7.74346 2.88825 0.1204 -0.4533 0.0064
H -5.12265 -7.66192 3.74015 -0.2646 0.6884 0.4096
H -6.34318 -5.54331 3.87649 -0.2313 -0.5522 -0.1072
H -6.72183 -4.73179 2.35484 -0.0264 0.3602 0.0607
H -4.94981 -3.34539 3.61823 -0.2567 -0.3857 0.4859
H -4.23480 -4.11029 2.29889 -0.0423 -0.1044 -0.3353
H -3.58174 -6.04474 3.94639 -0.2428 -0.0656 -1.4676
H -4.97017 -5.42163 5.66675 -0.1680 0.0554 0.6622
H -3.89471 -3.96929 5.82550 -0.2010 -0.1830 0.3735
H -3.18263 -6.21543 7.28691 -0.4290 0.7804 0.3689
H -1.95254 -5.29305 6.43411 0.2758 -0.1112 -0.4304
H -1.67255 -8.99095 5.69380 -0.7495 0.1973 -0.6271
H -1.91321 -8.19027 7.18527 0.1961 0.1635 0.3835
H -0.67933 -7.64970 6.01545 0.0624 0.6071 0.0885
C 3.19367 5.44692 -5.63629 -0.5027 0.2854 -0.4752
O 2.84489 4.28868 -4.86852 1.0361 1.1337 -0.5173
C 1.58021 3.81760 -5.24066 -0.9864 -0.2218 -0.7960
C 1.49110 3.28523 -6.72384 0.8451 0.0121 1.4198
N 2.66559 2.47470 -7.01359 -0.6222 -0.2395 -0.4648
C 2.96699 2.54355 -8.44858 0.5423 -1.6569 -0.0015
C 3.77490 1.27653 -8.93729 -0.0530 1.6842 0.3493
O 3.00780 0.12947 -9.17545 0.9694 1.2243 3.9082
C 2.50022 -0.07765 -10.37582 0.1950 -1.6455 -3.1976
H 3.95759 6.08766 -5.19586 0.3187 -0.7629 0.2493
H 2.36732 6.13867 -5.79985 -0.6894 -0.0761 0.5514
H 3.41325 5.19702 -6.67428 0.7001 -0.3113 0.0003
H 0.88929 4.65889 -5.18613 -0.4165 -0.0212 0.1270
H 1.32133 3.08988 -4.47157 -0.0874 -0.2652 -0.3057
H 1.54602 4.15609 -7.37705 -0.7723 0.1820 -0.1401
H 0.62287 2.64598 -6.88397 -0.3839 0.5177 0.0014
H 3.36555 2.84798 -6.38844 0.8151 -0.1890 -0.4475
H 3.43356 3.48215 -8.74766 0.4843 0.0945 0.0127
H 2.06752 2.50091 -9.06279 -0.5142 0.0632 0.4359
H 4.49281 1.00648 -8.16283 0.1409 0.0294 -0.1109
H 4.28493 1.63842 -9.83004 0.3342 -0.4587 -0.3527
H 3.33244 -0.19927 -11.06916 0.2854 0.3951 -0.7534
H 1.81699 0.65011 -10.81361 -0.4205 0.0799 0.3400
H 2.14238 -1.10698 -10.35262 -0.9581 0.2388 -0.1115
C 4.43332 4.35545 2.20017 -2.0138 0.4819 -1.0461
O 5.79673 4.32852 2.33388 2.0612 -0.1700 -1.2685
C 6.41365 3.87812 1.10150 0.9965 -0.2101 -0.2808
C 7.96943 3.97646 1.19576 -0.2117 2.7548 0.4125
N 8.81354 4.33417 0.00933 -0.9980 -1.7089 -0.9398
C 10.16704 4.60667 0.33052 0.7604 -0.6781 1.9386
C 10.98007 4.86333 -0.85962 0.2218 0.3705 -1.7371
O 10.63121 6.17610 -1.36242 0.7389 -1.0733 -0.9096
C 10.98302 6.33424 -2.75600 -1.1573 0.6574 0.5870
H 4.06189 4.89838 1.33106 0.5814 0.5947 -0.5043
H 3.94470 4.92883 2.98794 0.2443 -0.6678 0.5457
H 3.99195 3.38497 1.97334 -0.0403 -0.5764 0.9166
H 6.09406 4.41979 0.21124 -0.3070 0.6841 0.1994
H 6.10852 2.85580 0.87818 -0.0866 -0.3380 0.3075
H 8.35435 3.18062 1.83339 0.4138 -0.2880 -0.6633
H 8.15188 4.89855 1.74764 -0.5721 -0.0642 1.2315
H 8.54911 5.11393 -0.57562 -1.1869 0.0179 0.3416
H 10.54916 3.74323 0.87511 0.3347 -0.1728 -0.0335
H 10.34126 5.44928 0.99967 -0.3353 0.4471 0.4793
H 10.70629 4.09595 -1.58370 -0.0887 0.0201 -0.4447
H 12.05956 4.76703 -0.74334 0.1321 0.2355 0.4813
H 11.99885 6.67537 -2.95555 0.2241 -0.1991 0.3941
H 10.30167 7.11551 -3.09287 0.1527 0.1302 -0.1771
H 10.75209 5.45888 -3.36307 0.1159 -0.2940 0.2182
C -1.03720 -7.55679 2.47488 2.1280 1.5930 1.6626
O -1.72960 -7.12925 1.37437 -0.2916 1.1570 -2.5204
C -1.19620 -5.87611 0.83026 -1.4445 1.0688 0.4070
C -1.98678 -5.26434 -0.33652 -0.1603 -2.6492 -0.0261
N -1.86516 -6.20823 -1.43091 0.9368 0.8617 -1.2484
C -2.38597 -5.77795 -2.70194 0.1344 -1.7025 -0.6113
C -2.23984 -7.06686 -3.59742 -2.3861 1.2133 -0.5577
O -2.87124 -8.25879 -3.10817 2.7425 -0.3818 0.5629
C -4.24101 -8.34685 -3.09726 -0.7434 0.9229 0.4316
H -0.54272 -8.52818 2.47848 -0.8401 -0.4731 -0.4312
H -1.51013 -7.28728 3.41923 -0.8035 -0.7318 0.0817
H -0.17806 -6.89469 2.58256 0.6789 0.0755 -0.0224
H -0.16770 -5.86589 0.46945 0.2270 -0.9273 0.2974
H -1.28798 -5.08914 1.57883 0.2497 -0.2065 0.7937
H -1.52113 -4.31288 -0.59343 0.0629 -0.0536 -0.0985
H -3.04869 -5.12303 -0.13534 -0.2444 0.4146 0.6020
H -2.27200 -7.12923 -1.35129 0.0560 -0.0527 1.2757
H -1.84219 -5.02370 -3.27072 0.3595 0.2316 0.4427
H -3.40340 -5.40929 -2.57143 -0.5893 -0.0046 -0.4088
H -1.17251 -7.16931 -3.79341 -0.2264 -0.7293 0.2304
H -2.78584 -6.89591 -4.52519 0.4519 0.4429 -0.4734
H -4.51658 -9.32557 -2.70449 0.0105 0.0259 -0.2024
H -4.70894 -8.15064 -4.06196 0.0386 -0.2350 -0.4367
H -4.64295 -7.58162 -2.43320 -0.3106 0.0091 0.2951
C 2.32107 5.89346 -0.57348 1.3433 1.1272 0.0936
O 3.18054 6.90563 0.02581 -0.8214 0.9656 1.1207
C 2.46874 8.09361 0.58532 -0.5870 -0.4103 -2.3938
C 3.35421 9.33349 0.32026 0.1090 -0.6274 1.6758
N 3.00198 10.65712 0.93798 -0.7163 -1.1242 -0.8349
C 1.70135 11.22009 0.57221 -0.1343 1.6323 0.8848
C 1.29396 12.21738 1.73429 -0.5130 0.0318 0.1419
O 1.29061 11.62541 3.04418 0.1417 0.2405 0.7876
C 0.83886 12.46845 4.15870 0.1284 -0.1899 -1.2969
H 3.02632 5.14853 -0.94199 -0.0776 -0.2938 0.3022
H 1.85235 6.29868 -1.47025 -0.4311 0.0558 0.2937
H 1.62358 5.48597 0.15834 -0.0628 -0.0083 -0.1462
H 2.13076 8.05661 1.62093 0.3831 -0.5794 0.1766
H 1.58643 8.15430 -0.05181 -0.4820 0.1346 0.2186
H 3.54260 9.34288 -0.75329 0.1270 0.5698 0.1372
H 4.23129 8.99287 0.87054 0.7233 0.4912 -0.5013
H 2.90312 10.56943 1.93930 0.6116 -0.5146 0.2676
H 0.94132 10.51101 0.24410 -0.2079 -0.2294 0.5244
H 1.80451 11.92857 -0.24969 0.1573 -0.0958 -0.4049
H 0.34507 12.73997 1.61344 -0.6008 -0.5624 -0.5670
H 1.96130 13.07634 1.66390 0.8072 -0.1771 0.3480
H -0.23694 12.63462 4.10279 -0.1529 -0.0673 -0.1944
H 1.31475 13.44905 4.16609 0.2426 0.0419 -0.2685
H 1.04303 12.01738 5.12975 0.2418 -0.4835 -0.4040
C -0.51215 1.48088 -2.68638 1.4079 -0.4995 -0.8303
O 0.06323 1.34401 -1.36672 -2.4706 0.0486 -0.7863
C 1.40839 1.63535 -1.20024 1.0381 1.5285 0.4456
C 1.70051 1.87328 0.37961 1.6638 0.5536 -3.0656
N 0.94559 0.94237 1.05768 -1.1988 -1.6896 2.2065
C 1.51688 -0.39534 1.34580 -2.5657 0.2255 0.0649
C 0.33983 -1.35782 1.74704 -0.8499 -0.5999 -0.4595
O -0.75351 -1.19152 0.85773 -0.0795 1.7294 -1.2858
C -1.97146 -1.89494 1.00218 1.0991 -0.4875 -0.5010
H 0.10220 0.99289 -3.44304 0.4102 -0.8391 0.2344
H -0.50765 2.45793 -3.16956 -0.3322 0.8823 1.0714
H -1.49392 1.02670 -2.82033 -0.0118 0.1206 0.9029
H 1.62231 2.55929 -1.73753 0.3945 0.2036 -0.1726
H 1.97857 0.82408 -1.65282 0.4990 -0.1096 0.1912
H 1.50048 2.90163 0.68057 -0.4830 0.2102 -0.2109
H 2.77744 1.78897 0.52528 0.2109 -0.3052 0.0550
H 0.16187 0.85515 0.42660 -0.7809 -0.8478 0.7515
H 2.16731 -0.36526 2.21995 0.4378 0.0888 -0.4079
H 1.95035 -0.80847 0.43502 0.6814 -0.2288 0.1182
H -0.05821 -1.30816 2.76054 0.5438 0.5915 0.3238
H 0.61099 -2.40165 1.58896 0.8140 -0.2468 0.3212
H -1.69617 -2.91212 1.28084 -0.5728 -0.2119 0.6980
H -2.38481 -2.00912 0.00008 -0.0350 0.2337 -0.1574
H -2.72690 -1.39741 1.61035 0.2418 -0.1246 0.5451
C -0.56829 6.26694 -2.85226 0.5419 0.4038 0.2518
O -0.49239 6.83183 -1.55015 -1.6688 -0.5330 0.7002
C -1.47730 6.37622 -0.57410 1.5203 -0.7621 0.0448
C -1.28095 4.83622 -0.31503 -1.0829 0.8835 -0.9909
N -2.49754 4.09068 0.09816 1.4351 -0.4220 0.1964
C -2.06680 2.79915 0.72888 -1.3502 1.3141 0.8096
C -3.28570 2.37238 1.55975 0.3990 -0.1430 -0.8077
O -3.64600 3.39345 2.55533 0.6074 -2.1348 -0.8307
C -3.15894 2.99305 3.85317 -1.1068 0.5944 -0.2924
H -1.56692 6.20596 -3.28483 -0.1795 0.5269 0.0703
H -0.19068 5.24783 -2.93547 0.2876 -0.1752 0.3074
H 0.12207 6.93576 -3.36625 -0.3138 -0.2309 -0.7279
H -2.50480 6.68832 -0.76103 -0.1328 -0.2868 -0.7306
H -1.18784 6.94972 0.30648 0.0288 -0.1397 0.2139
H -0.39129 4.71688 0.30332 -0.1804 -0.1809 0.5140
H -1.03878 4.37063 -1.27038 0.3637 0.1856 -0.0985
H -3.00466 4.54983 0.84120 0.0163 0.4978 0.0874
H -1.26349 3.00996 1.43483 0.5354 -0.2814 -0.1476
H -1.78512 2.07687 -0.03732 0.0662 -0.0629 0.2347
H -3.14104 1.35768 1.93063 0.1305 0.1940 0.8959
H -4.04757 2.20856 0.79764 -0.8001 0.6379 0.3303
H -2.06953 2.96800 3.87904 0.0007 0.0530 0.1913
H -3.59157 2.04736 4.17965 0.2110 -0.3510 -0.3727
H -3.61950 3.71795 4.52437 0.6167 0.2652 0.1676
C 6.31759 0.84805 3.06966 -0.6285 -0.9035 0.4629
O 4.96693 0.79438 3.61377 0.8919 1.1759 -0.8103
H 6.40240 0.67790 1.99637 -0.7887 0.6209 -0.4178
H 6.75617 1.80201 3.36240 -0.1795 -0.0465 -0.1326
H 6.98284 0.03849 3.36992 -0.1787 -0.1433 1.0159
H 4.63502 -0.06258 3.89138 1.0926 -0.5063 -0.1304
C 1.55853 2.57336 4.31007 1.1875 -0.5352 -1.1688
O 1.64607 2.25531 5.66936 -0.5169 0.1357 1.6572
H 0.73764 2.04657 3.82352 -0.0757 0.2089 0.1473
H 1.57252 3.64889 4.13362 -0.3757 -0.0088 -0.0753
H 2.50216 2.17224 3.94024 -0.0646 0.0942 -1.1096
H 2.39527 2.78235 5.95663 0.0518 -0.1609 0.5282
C -4.04727 -1.35150 4.93695 -0.6759 0.6337 -0.3516
O -4.33163 -0.68839 3.70172 1.4258 -0.6055 -0.0097
H -3.01369 -1.69750 4.92646 -0.1270 -0.0433 -0.1180
H -4.17690 -0.65792 5.76776 0.1176 -0.0256 0.2203
H -4.72621 -2.19087 5.08730 0.0688 -0.0137 0.1418
H -5.23697 -0.37734 3.62960 -0.2097 0.1700 0.5678
C -4.33829 -0.47023 -4.79025 -0.2282 0.4053 0.1131
O -4.83757 -0.32272 -6.13474 0.0772 -0.5668 0.9799
H -3.27919 -0.72792 -4.79161 -0.0458 0.3175 -0.3305
H -4.52319 0.47475 -4.27944 0.4367 0.0301 0.2751
H -4.82395 -1.24594 -4.19822 -0.3518 -0.2356 -0.3184
H -5.66541 0.15512 -6.04557 -0.1629 -0.0322 -0.2330
C -2.28571 -3.36837 -6.17425 -0.5231 2.4480 -0.8223
O -2.39754 -4.70794 -5.88521 0.0812 -1.1935 0.4365
H -3.17013 -3.13313 -6.76632 0.1686 0.7562 -0.3375
H -2.30510 -2.67319 -5.33493 -0.1110 -0.3422 0.6955
H -1.40938 -3.02104 -6.72153 0.2582 -0.8065 -0.2797
H -3.33028 -4.84668 -6.06503 0.1625 -0.8260 0.2704
C -2.10731 4.39936 -5.82878 0.7538 -1.4620 1.0619
O -1.43311 5.36472 -6.54212 0.5327 1.2138 -1.8893
H -1.72670 4.52580 -4.81524 -1.2161 -0.4059 0.5706
H -3.17681 4.27602 -5.99924 -0.2125 0.7410 0.3634
H -1.73710 3.41844 -6.12682 0.3214 -0.0416 -0.3023
H -1.84877 6.22563 -6.45459 -0.0963 -0.0835 0.1089
C 5.59791 0.20369 -1.23544 0.3453 -0.2244 -0.0620
O 5.42513 -1.19250 -1.07855 -0.9764 -0.4261 0.3576
H 4.75597 0.71033 -0.76370 0.0402 -0.2291 0.3093
H 6.52990 0.47647 -0.74037 0.0236 0.4989 -0.1176
H 5.57488 0.55382 -2.26742 0.2743 -0.2102 -0.2028
H 5.99339 -1.76988 -1.59364 0.2447 0.6103 -0.2483
C 2.02674 -2.61413 -1.95833 0.9275 -0.6944 -0.2976
O 1.06221 -1.66672 -2.31206 -0.3108 0.3780 0.1631
H 2.68022 -2.23857 -1.17091 0.1435 -0.0833 0.0686
H 1.61510 -3.57827 -1.65987 -0.3283 -0.0421 0.2311
H 2.65132 -2.82896 -2.82542 0.0772 0.1215 -0.0943
H 0.92275 -1.17640 -1.49859 -0.6727 0.3344 -0.0581
C -6.83276 -0.69525 1.94007 0.2228 1.2400 -2.7523
O -6.70894 0.10198 3.09704 -1.0771 -1.0243 1.2760
H -6.64313 0.10246 1.22188 0.4349 -0.7180 -1.2493
H -6.12458 -1.50817 1.77959 0.4034 0.3839 0.8880
H -7.77845 -1.09631 1.57549 -0.6989 0.0018 1.2102
H -7.34865 0.80981 2.99052 0.1158 0.1535 0.2954
C 1.56183 -0.59933 -5.78309 -0.3789 -0.2411 1.3286
O 1.26475 -0.16204 -7.05012 -0.2854 -0.1325 -1.1094
H 2.45852 -1.20700 -5.66151 0.3624 -0.1014 -0.3900
H 1.67721 0.26793 -5.13297 -0.0616 -0.0301 0.5400
H 0.73741 -1.22897 -5.44846 -0.0849 0.1343 0.2678
H 1.94730 0.47644 -7.26939 0.0919 0.2788 -0.2936
C 5.19814 -4.00478 1.01283 1.0214 0.0694 -1.2114
O 4.89466 -4.57872 2.19838 -2.4325 -0.8508 2.1141
H 5.78177 -4.78041 0.51697 0.2995 0.4599 -1.1795
H 4.30704 -3.75643 0.43630 -0.0238 -0.0630 0.0438
H 5.78470 -3.09792 1.15994 0.1701 0.2845 -0.3584
H 5.64139 -4.56981 2.80164 0.2172 0.1315 0.2381
C 2.28413 0.09835 8.28308 -0.1396 0.2369 1.3331
O 1.37327 -0.22731 7.29492 -0.0970 -0.7960 -1.2327
H 2.37861 -0.74573 8.96623 0.0406 0.0405 0.0324
H 3.27405 0.35767 7.90770 0.0845 0.0817 -0.0995
H 1.81569 0.93420 8.80271 0.6917 0.2734 0.6317
H 1.46498 0.49500 6.66926 -0.3675 0.3211 -0.7579
C 0.06347 5.79334 3.35888 -1.1685 0.1028 2.0867
O 1.39949 5.84168 3.00690 1.1244 -0.1549 -0.8572
H -0.22092 4.85508 3.83522 0.1475 -0.5719 -0.5050
H -0.01056 6.44792 4.22729 -0.8832 0.5172 -0.1555
H -0.68321 6.02801 2.60026 0.3262 0.2105 -0.2974
H 1.76124 6.58773 3.49080 0.3299 -0.1102 -0.3120
C -4.34346 4.43663 -2.86118 1.0606 0.4526 0.6344
O -3.02319 3.94289 -2.77144 0.5096 -0.8417 -0.6885
H -4.76916 4.12305 -3.81436 -0.3120 0.0674 0.2375
H -4.86733 4.11487 -1.96110 -0.6423 -0.0647 -0.3498
H -4.20912 5.51623 -2.79407 -0.8057 0.3336 -0.3230
H -2.88856 3.67086 -1.86068 0.0525 0.1076 0.6011
C -1.22703 0.31999 5.56730 0.9824 0.1715 1.0651
O -1.32865 0.14600 6.95871 -1.6179 -0.4728 1.2242
H -2.22804 0.40589 5.14457 0.3293 0.1306 -0.1010
H -0.62924 1.23088 5.53534 -0.1142 0.2222 -1.3624
H -0.67125 -0.53787 5.18878 -0.0510 0.0624 -0.7572
H -0.47763 -0.11347 7.31932 0.3368 -0.0708 -0.1208
C -1.95380 0.19133 -7.96750 -0.2484 -0.2279 0.6157
O -3.26714 0.72180 -7.98118 0.5437 0.8270 -1.2135
H -1.43880 0.46379 -7.04628 0.2074 -0.1200 0.1009
H -1.98764 -0.89423 -8.05975 0.1215 -0.2311 0.1173
H -1.32353 0.54141 -8.78500 -0.4334 0.3465 -0.1427
H -3.73334 0.55799 -7.15812 0.1150 -0.4572 0.1141